Density functional theory data (the ωB97M-V functional and the def2-TZVPD basis) for a cluster of 7 separate species, C12H36NO9 in total.

```
! RIJCOSX wB97M-V def2-TZVPD def2/J DEFGRID3
* xyz -1 1
N 0.462 -0.187 0.119
O 1.599 -0.658 -0.038
O -0.331 -0.788 0.846
O 0.011 0.693 -0.675
C -2.647 -0.074 5.247
C -1.648 0.002 4.077
O -1.647 -1.079 3.274
H -2.492 -1.022 5.833
H -3.733 -0.132 4.813
H -2.595 0.615 5.930
H -0.663 0.176 4.101
H -2.070 0.920 3.410
H -0.970 -1.022 2.630
C 1.710 -4.933 -2.443
C 1.643 -3.919 -1.320
O 1.937 -2.617 -1.872
H 1.824 -5.775 -2.197
H 2.771 -4.968 -2.931
H 0.949 -4.721 -3.151
H 2.398 -4.051 -0.441
H 0.620 -4.151 -0.848
H 1.713 -1.905 -1.248
C 2.109 3.096 1.318
C 0.886 2.989 2.224
O 1.128 4.128 3.090
H 2.939 2.698 1.759
H 2.343 4.013 1.016
H 1.980 2.513 0.431
H 0.908 2.079 3.011
H -0.044 2.777 1.596
H 0.833 3.989 3.972
C -4.131 3.244 0.045
C -2.738 2.607 0.173
O -2.456 1.794 -0.936
H -4.105 3.832 -0.794
H -4.394 3.840 1.084
H -5.033 2.469 -0.156
H -2.646 1.913 0.894
H -2.032 3.384 0.319
H -1.509 1.415 -0.729
C -2.244 -3.478 -2.905
C -1.802 -2.364 -1.954
O -1.804 -2.711 -0.606
H -2.098 -3.043 -3.877
H -3.213 -3.965 -2.534
H -1.671 -4.567 -2.791
H -2.463 -1.511 -2.453
H -0.848 -1.831 -2.179
H -1.313 -1.914 -0.155
C 4.284 1.971 -3.045
C 3.491 0.895 -2.338
O 3.653 0.942 -0.925
H 4.107 3.025 -2.788
H 4.163 2.091 -4.306
H 5.327 2.016 -3.033
H 3.936 -0.023 -2.870
H 2.452 1.020 -2.187
H 3.165 0.264 -0.488
*
```

Calculated values
Energy, eV: -32935.6850
Energy above the lowest of the compared OMol25 structures with the same formula, charge and spin, kJ/mol: 643.7
Gap between HOMO and LUMO, eV: 9.2273
E_HOMO, eV: -6.5